Entry 1:
One molecule with the formula C10H19N3O4S. Source: the Open Molecules 2025 dataset; level of theory: ωB97M-V/def2-TZVPD.

## Properties
* SMILES string: CSCC[C@H](NC(=O)[C@@H](N)CCC(N)=O)C(=O)O
* ΔE to the lowest compared entry with this formula, charge and spin: 0.596 eV
* net charge: 0

XYZ file:
```
37
C10H19N3O4S (ωB97M-V/def2-TZVPD)
C 0.10931 1.77892 0.01670
C 1.37681 1.00221 0.39859
C -0.68110 1.98360 1.43044
C -1.02182 3.44619 1.78242
C -1.87298 4.18358 0.74822
C 0.20037 -1.22155 0.52765
C 0.23944 -2.14307 1.79309
C -0.01736 -1.96835 -0.73673
C 1.05241 -3.02106 -1.15497
C 0.73569 -2.47680 -3.87040
H -0.31531 1.16956 -1.76793
H -1.60796 1.79779 -0.97304
H 0.56112 2.68748 -0.36467
H -0.02090 1.59182 2.20867
H -1.59396 1.40177 1.37485
H -1.59851 3.42241 2.68878
H -0.05835 4.01902 1.91557
H -2.65616 6.05767 0.36261
H -1.54500 6.04455 1.63018
H 2.24565 -0.72367 0.91079
H -0.71266 -0.59753 0.62880
H -0.03825 -1.22334 -1.53491
H -1.04313 -2.49364 -0.74793
H 1.18947 -3.90700 -0.47012
H 2.07703 -2.52505 -1.16592
H 0.67075 -2.93322 -4.88103
H 1.68711 -1.89806 -3.70381
H -0.02166 -1.72711 -3.73871
H -1.64200 -2.59285 1.63162
N -0.82594 1.10678 -0.89473
N -2.17400 5.49243 1.03739
N 1.35989 -0.38069 0.47296
O 2.42661 1.59819 0.50923
O -2.34298 3.60631 -0.22659
O 1.25138 -2.25336 2.47397
O -0.87083 -2.86578 2.10300
S 0.71655 -3.82283 -2.67501
```

***

Entry 2:
A 2-piece molecular cluster, C4H12S overall. Source: the Open Molecules 2025 dataset; level of theory: ωB97M-V/def2-TZVPD.

## Properties
* SMILES string: CCS.CC
* ΔE to the lowest compared entry with this formula, charge and spin: 1.444 eV
* net charge: 0

XYZ file:
```
17
C4H12S (ωB97M-V/def2-TZVPD)
C 1.25913 -1.40985 -0.37201
C 1.51608 -1.79112 -1.75653
S 2.68589 -0.75697 0.71214
H 0.57384 -0.56310 -0.31601
H 0.82698 -2.35408 0.06073
H 0.99256 -1.10201 -2.52035
H 3.22120 0.22579 0.07293
H 0.97342 -2.77119 -1.94815
H 2.50372 -2.01111 -2.13955
C -1.15404 1.21814 0.75508
C -2.44522 1.85296 1.23591
H -0.96650 1.46253 -0.24142
H -0.27498 1.75100 1.16316
H -1.15454 0.14770 1.18379
H -3.33086 1.67879 0.64454
H -2.62029 2.89843 1.22704
H -2.60639 1.52409 2.23868
```

***

Entry 3:
A 10-piece molecular cluster, C44H82F15N3O12 overall. Source: the Open Molecules 2025 dataset; level of theory: ωB97M-V/def2-TZVPD.

## Properties
* SMILES string: CCOC(=O)C(F)(F)F.CCOC(=O)C(F)(F)F.CCOC(=O)C(F)(F)F.CCOC(=O)C(F)(F)F.CCOC(=O)C(F)(F)F.CCN(CC)CC.CCN(CC)CC.CCN(CC)CC.CC(C)=O.CC(C)=O
* ΔE to the lowest compared entry with this formula, charge and spin: 0.000 eV
* net charge: 0

XYZ file:
```
156
C44H82F15N3O12 (ωB97M-V/def2-TZVPD)
C -0.88066 3.52877 1.45442
C -0.92903 2.37283 0.45139
N -0.89571 1.12404 1.15559
C -2.26385 0.93046 1.67890
C -2.44767 -0.25947 2.57986
C -0.52557 -0.12769 0.34234
C 0.92821 -0.02618 -0.23746
H -0.64332 4.40748 0.85473
H -0.03021 3.32711 2.10571
H -1.75928 3.64134 2.08960
H -1.76633 2.55121 -0.22331
H -0.08078 2.41150 -0.23203
H -2.60963 1.78565 2.25957
H -3.00055 0.87724 0.87732
H -2.52514 -1.16695 1.98105
H -1.65260 -0.32226 3.32284
H -3.32697 -0.02420 3.17950
H -1.22386 -0.25833 -0.48436
H -0.54168 -0.93150 1.07837
H 1.73062 0.29761 0.42540
H 0.88731 0.52591 -1.17641
H 1.27397 -1.03308 -0.47138
C -10.13141 -0.72356 2.79334
C -10.50723 0.32864 3.82509
N -10.36367 -0.25246 5.21955
C -11.40940 -1.28670 5.45748
C -11.30998 -2.12122 6.69440
C -10.46521 0.80498 6.24932
C -9.24058 1.75845 6.05854
H -10.85611 -1.52299 2.63899
H -9.16481 -1.19392 2.97369
H -10.22850 -0.27999 1.80242
H -9.75292 1.10619 3.70449
H -11.43375 0.89255 3.71712
H -12.38992 -0.81351 5.51018
H -11.48874 -2.02555 4.66004
H -11.24726 -1.52814 7.60678
H -12.16707 -2.77521 6.85504
H -10.46522 -2.80972 6.67381
H -10.43253 0.39317 7.25801
H -11.36829 1.41172 6.18282
H -8.31557 1.18712 5.98084
H -9.05070 2.33726 6.96244
H -9.33622 2.32994 5.13531
C 7.90118 9.28365 -8.00790
C 7.49864 7.90295 -8.14621
N 7.64359 7.01109 -6.96303
C 7.07316 5.68216 -7.16361
C 7.04631 4.84215 -5.94355
C 8.94134 7.15602 -6.27311
C 10.11720 6.68441 -7.20146
H 7.74443 9.83681 -8.93394
H 8.95306 9.41741 -7.75536
H 7.31617 9.82740 -7.26614
H 6.51441 7.78013 -8.59822
H 8.10985 7.47981 -8.94338
H 6.07239 5.74196 -7.59136
H 7.78055 5.28765 -7.89303
H 6.60852 3.88199 -6.21660
H 8.03142 4.75170 -5.48588
H 6.44579 5.09800 -5.07061
H 9.07021 6.58396 -5.35429
H 9.06703 8.20407 -6.00129
H 10.23303 7.38149 -8.03138
H 10.00621 5.63178 -7.46173
H 11.10583 6.72543 -6.74425
C -7.16123 -8.43941 4.24895
C -7.53085 -9.16757 5.55885
O -6.34828 -9.03064 6.30422
C -6.23771 -9.55949 7.51958
O -7.11936 -10.17818 8.08509
C -4.87648 -9.23309 8.16001
F -4.14515 -8.39562 7.39119
F -4.99376 -8.72808 9.41563
F -4.15662 -10.35794 8.27173
H -6.39771 -8.90848 3.62837
H -6.77975 -7.42189 4.33406
H -7.99711 -8.38252 3.55169
H -7.80929 -10.21429 5.43657
H -8.37635 -8.65142 6.01364
C 7.06633 -0.76342 -13.33492
C 7.62659 -0.69821 -11.89955
O 7.52711 -1.90099 -11.16683
C 6.31857 -2.20698 -10.47939
O 5.29960 -1.49654 -10.58733
C 6.36632 -3.38695 -9.46302
F 6.11112 -2.92809 -8.22014
F 5.36851 -4.21351 -9.74425
F 7.53536 -3.98989 -9.51494
H 7.45374 -1.69578 -13.74568
H 7.60533 0.01792 -13.87073
H 5.99823 -0.55471 -13.39584
H 7.13486 0.09341 -11.33419
H 8.68888 -0.45413 -11.90676
C -3.25392 0.55183 -7.07073
C -3.63422 1.87489 -6.40281
O -4.99935 2.20830 -6.58354
C -6.00916 1.52063 -5.85361
O -5.84942 0.65242 -4.99195
C -7.41953 1.97719 -6.18658
F -7.40913 2.72775 -7.28551
F -8.13696 0.85124 -6.35906
F -7.88767 2.63530 -5.14883
H -3.98353 -0.24321 -6.91687
H -2.30044 0.21834 -6.66111
H -3.16264 0.60741 -8.15548
H -3.01514 2.72383 -6.69286
H -3.53972 1.94618 -5.31926
C 6.08631 -6.41770 -1.50180
C 5.37635 -7.72698 -1.91606
O 4.04821 -7.38611 -2.40123
C 3.26028 -8.39525 -2.87805
O 3.64859 -9.60184 -2.88809
C 1.86267 -7.99858 -3.30458
F 1.74250 -6.66713 -3.40182
F 1.57215 -8.57127 -4.49663
F 0.96455 -8.39931 -2.39681
H 6.27314 -5.70772 -2.30748
H 7.06300 -6.65942 -1.08257
H 5.55967 -5.94920 -0.67038
H 5.33667 -8.40524 -1.06371
H 6.00277 -8.15411 -2.69917
C 5.59684 3.19452 5.35001
C 5.95415 4.09952 6.60081
O 5.28091 5.34299 6.38463
C 5.85792 6.49624 6.69446
O 6.95832 6.61563 7.19704
C 5.05462 7.73189 6.27918
F 5.85397 8.42206 5.47067
F 3.86147 7.43571 5.76274
F 4.93901 8.42274 7.38551
H 5.85741 2.15100 5.52681
H 6.07244 3.54290 4.43321
H 4.51223 3.20796 5.24253
H 7.01650 4.25212 6.79121
H 5.42833 3.62165 7.42741
C 0.74856 -6.62379 3.62704
C 2.01531 -6.04866 4.32482
O 3.00847 -6.78101 4.30172
C 1.94595 -4.63851 4.93212
H 0.77773 -7.67836 3.35294
H 0.65090 -6.08882 2.68238
H -0.19068 -6.50446 4.16713
H 1.60616 -3.94262 4.16507
H 2.96439 -4.38123 5.22310
H 1.29171 -4.58105 5.80204
C -2.14734 5.83879 8.43172
C -0.85544 5.09977 8.71533
O 0.07035 5.58210 9.43862
C -0.76069 3.69583 8.24923
H -2.82783 5.35742 9.13409
H -2.47856 5.71930 7.40015
H -2.01528 6.89541 8.66452
H -1.72375 3.20845 8.40115
H 0.07145 3.18002 8.72837
H -0.63496 3.74815 7.16777
```

***

Entry 4:
C3H4AgO3 as an isolated structure. Source: the Open Molecules 2025 dataset; level of theory: ωB97M-V/def2-TZVPD.

## Properties
* 2S+1: 3
* ΔE to the lowest compared entry with this formula, charge and spin: 2.851 eV
* net charge: -1

XYZ file:
```
11
C3H4AgO3 (ωB97M-V/def2-TZVPD)
O 1.20075 1.21778 -0.23844
C 0.98399 -0.09661 -0.09370
O 1.81669 -0.81562 -0.70202
Ag 0.67562 -2.26311 0.39609
O -0.82844 -2.58119 -0.94185
C -2.04678 -2.23136 -0.85667
H -2.36761 -2.34152 0.23851
C 0.30866 2.10293 0.42443
H -0.19334 1.59154 1.25625
H -0.44371 2.46921 -0.28783
H 0.89417 2.94797 0.80522
```